ORCA calculation (ωB97M-V/def2-TZVPD) on a cluster of 15 separate species, C65H154F12N9O32S4 in total in a non-equilibrium geometry.

Electronic energy   -8258.76508 Ha
Kohn-Sham gap   2.3 eV
Charge   +3
Max |F|   0.0987 Eh/bohr

XYZ file:
```
276
Properties=species:S:1:pos:R:3:forces:R:3:lowdin_charge:R:1
C -3.0502 -8.6758 1.0344 0.93 -0.11 0.15 -0.07
O -3.9398 -7.6485 0.5642 -0.16 0.61 -0.95 -0.18
C -3.6140 -7.1648 -0.7468 0.37 -1.62 0.13 -0.21
C -4.6613 -6.3253 -1.3650 -2.04 0.60 -0.29 -0.09
N -5.1380 -5.2259 -0.4580 0.55 1.82 0.42 0.07
H -5.9065 -5.5053 0.1348 -0.30 -0.76 -0.15 0.17
H -4.4400 -5.0212 0.2427 0.89 0.37 0.20 0.16
C -5.6102 -3.9065 -1.0739 -2.46 -0.63 -0.84 -0.07
C -4.6127 -2.7550 -1.1530 0.19 -0.88 -1.28 -0.20
O -3.9175 -2.8143 0.0243 1.77 0.03 0.51 -0.19
C -4.5163 -2.0122 0.9893 0.06 0.08 1.23 -0.09
H -2.1307 -8.2008 1.3763 0.01 -0.08 0.24 0.10
H -2.7371 -9.4261 0.3084 -0.32 0.32 -0.70 0.10
H -3.4820 -9.2896 1.8249 -0.42 0.68 0.14 0.09
H -3.4965 -8.0323 -1.3962 0.02 -0.09 -0.27 0.14
H -2.6937 -6.6038 -0.9092 0.58 0.00 1.05 0.14
H -5.6241 -6.7803 -1.5976 0.36 -0.74 -0.25 0.15
H -4.2942 -5.8634 -2.2815 0.12 -0.01 0.10 0.15
H -6.5363 -3.6975 -0.5385 0.36 0.58 0.69 0.12
H -6.1068 -4.2045 -1.9973 0.70 0.13 -0.60 0.14
H -4.9322 -1.7234 -1.3003 -1.25 -0.26 -0.12 0.14
H -3.9795 -2.8918 -2.0296 0.52 -0.40 0.21 0.14
H -5.5620 -2.2946 1.1109 -0.20 0.00 0.30 0.09
H -4.4941 -0.9446 0.7707 0.19 0.10 -0.29 0.10
H -3.9465 -2.1971 1.9000 -0.27 0.14 0.14 0.10
C -10.3191 -4.2688 10.8375 -0.94 0.39 1.83 -0.13
O -10.0028 -4.6643 9.5671 1.03 0.06 -1.43 -0.18
C -9.2856 -5.8618 9.4598 0.89 0.27 -1.32 -0.20
C -7.7748 -5.7905 9.8178 -0.35 -1.34 -0.85 -0.03
N -6.8288 -5.0204 8.8073 -1.74 0.56 0.61 0.10
H -6.9885 -4.0381 8.9797 0.09 0.46 0.33 0.16
H -5.8935 -5.2125 9.1367 0.69 -0.22 -0.23 0.17
C -6.9968 -5.1291 7.2663 0.08 -2.32 1.37 -0.04
C -6.5419 -6.5573 6.7935 -0.69 -0.53 -0.05 -0.16
O -7.2671 -7.6481 7.4366 0.40 2.25 0.49 -0.22
C -7.2398 -8.9310 6.8030 0.60 0.88 -0.14 -0.05
H -10.9787 -5.0116 11.2860 -0.21 0.02 0.27 0.10
H -10.8383 -3.3115 10.7924 -0.07 -0.11 -0.11 0.10
H -9.4881 -4.1247 11.5279 0.44 -0.07 -0.12 0.09
H -9.3889 -6.0946 8.4000 0.19 -0.39 0.01 0.11
H -9.7411 -6.6985 9.9895 0.06 0.05 0.43 0.14
H -7.3430 -6.7905 9.7753 -0.39 -0.13 -0.11 0.12
H -7.6614 -5.5043 10.8634 0.57 0.93 -0.33 0.13
H -6.3614 -4.3500 6.8451 -0.01 -0.18 0.00 0.13
H -8.0534 -4.9215 7.0973 0.14 -0.08 -0.15 0.12
H -5.4583 -6.6327 6.8841 0.18 -0.20 0.64 0.13
H -6.6726 -6.6184 5.7131 -0.42 0.13 -0.26 0.12
H -7.9391 -9.5743 7.3370 -0.07 0.22 -0.24 0.10
H -6.2409 -9.3591 6.8867 0.03 -0.10 -0.19 0.10
H -7.5086 -8.7266 5.7666 -0.13 -0.74 -0.19 0.09
C 1.3445 6.3980 4.4510 -1.30 -0.58 -0.68 -0.04
O 0.5077 5.4232 5.1385 -0.31 -0.83 0.23 -0.22
C -0.3791 4.6782 4.2775 1.64 -0.76 1.22 -0.17
C -0.7159 3.3068 4.9811 0.88 0.95 1.11 -0.04
N 0.5202 2.4707 5.3881 0.15 0.18 -1.23 0.05
H 1.0558 2.2272 4.5672 0.31 0.17 -0.79 0.18
H 1.1883 3.0011 5.9288 0.22 0.77 0.51 0.16
C 0.3090 1.1747 6.0855 0.06 0.74 1.84 -0.09
C 1.6483 0.5264 6.5144 1.60 -0.62 -0.46 -0.18
O 2.6411 1.4540 6.9856 0.19 1.39 -0.69 -0.20
C 4.0350 1.0587 6.7208 -1.15 -2.15 -0.28 -0.04
H 1.7866 5.8251 3.6359 0.53 0.54 -0.14 0.09
H 2.0702 6.8991 5.0917 -0.15 -0.66 0.28 0.10
H 0.6775 7.1685 4.0644 0.16 0.12 -0.25 0.10
H 0.1349 4.4019 3.3569 -0.04 0.42 -0.44 0.12
H -1.2938 5.2449 4.1032 -0.13 -0.23 -0.18 0.13
H -1.3490 2.6630 4.3704 -0.04 0.14 0.17 0.13
H -1.1220 3.5554 5.9616 -0.58 -0.21 -0.19 0.13
H -0.3702 0.6022 5.4539 0.38 -0.45 0.30 0.14
H -0.1473 1.4125 7.0465 -0.65 0.13 -0.26 0.14
H 2.0375 -0.0571 5.6801 0.24 0.04 -0.25 0.12
H 1.5514 -0.1802 7.3387 -0.87 -0.16 -0.12 0.14
H 4.2243 0.9505 5.6529 -0.16 0.43 -0.17 0.09
H 4.0833 0.0427 7.1127 0.29 -0.23 0.07 0.08
H 4.8821 1.5604 7.1886 -1.00 0.98 0.28 0.09
C -5.5880 1.2641 -6.6347 -0.34 -1.35 -0.55 -0.11
O -6.6485 1.9677 -6.0543 -1.07 1.93 -0.58 -0.17
C -7.2194 2.9458 -6.9585 0.17 -0.75 1.29 -0.18
C -6.2281 4.0349 -7.2912 -0.30 0.53 -0.91 -0.10
N -7.0178 5.2876 -7.6046 1.11 1.40 -0.72 0.07
H -7.6417 5.0517 -8.3630 -0.69 -0.16 0.06 0.17
H -7.5517 5.6482 -6.8269 -0.37 -0.10 0.62 0.18
C -6.2409 6.5188 -8.2108 1.49 -1.25 0.92 0.00
C -4.9320 6.7454 -7.3888 1.12 -0.04 0.21 -0.17
O -3.9572 5.7435 -7.6277 -0.27 -1.24 -1.08 -0.24
C -2.6228 5.9785 -7.1971 0.00 -0.23 0.12 -0.08
H -5.5633 0.3270 -6.0785 0.56 0.08 0.03 0.09
H -4.6113 1.7456 -6.6818 -0.04 0.28 0.33 0.10
H -5.8714 0.9784 -7.6477 0.16 -0.05 -0.31 0.09
H -8.0905 3.3991 -6.4853 0.00 -0.24 0.49 0.13
H -7.5988 2.4790 -7.8675 0.16 -0.31 -0.16 0.13
H -5.7785 3.8172 -8.2600 0.70 -0.01 0.38 0.14
H -5.4964 4.2284 -6.5067 -0.18 0.01 -0.22 0.14
H -6.9175 7.3734 -8.2172 0.09 -0.12 0.20 0.14
H -6.0144 6.1827 -9.2227 0.16 0.29 0.00 0.13
H -5.1156 6.7382 -6.3144 -0.59 0.36 0.19 0.14
H -4.3213 7.6204 -7.6114 -1.28 0.98 -0.24 0.13
H -2.2348 6.9859 -7.3481 -0.52 0.39 0.03 0.09
H -1.9526 5.3502 -7.7838 -0.32 -0.27 0.00 0.09
H -2.5308 5.7015 -6.1469 0.12 0.15 0.14 0.09
C -0.6132 -3.2207 2.6808 0.29 -0.27 -0.58 -0.08
O -0.5502 -2.2013 1.6534 0.94 0.05 -0.11 -0.22
C 0.6701 -2.3187 0.8711 -0.58 0.18 -0.83 -0.17
C 0.4572 -1.7801 -0.5924 -0.86 -0.07 1.47 -0.05
N -0.0942 -0.3367 -0.5400 1.75 -0.60 -2.13 0.08
H -0.9553 -0.2582 -0.0181 -0.18 0.00 0.30 0.15
H 0.6376 0.2479 -0.1622 0.21 0.12 1.13 0.16
C -0.2190 0.3687 -1.9583 -1.20 -2.23 2.22 -0.04
C -0.6003 1.7837 -1.6974 0.04 1.07 0.17 -0.19
O -1.7944 2.0217 -0.9099 1.93 -3.01 -1.64 -0.19
C -2.1481 3.3490 -0.8607 -1.30 0.88 0.43 -0.12
H 0.3385 -3.3729 3.1900 0.18 0.18 -0.13 0.10
H -0.8747 -4.1558 2.1856 -0.05 -0.18 0.16 0.09
H -1.3410 -3.0102 3.4645 -0.17 0.46 -0.40 0.08
H 0.9789 -3.3601 0.7810 -0.17 -0.18 -0.10 0.13
H 1.5242 -1.8132 1.3216 -0.17 0.35 0.31 0.13
H -0.2411 -2.4266 -1.1239 -0.36 0.34 0.10 0.13
H 1.3746 -1.8292 -1.1790 0.12 0.49 0.29 0.14
H -0.9786 -0.2645 -2.4168 0.07 0.43 -0.61 0.14
H 0.7668 0.2157 -2.3976 -0.22 0.39 -0.24 0.15
H -0.6209 2.2189 -2.6966 -0.40 0.50 -0.01 0.15
H 0.2102 2.2600 -1.1458 0.36 0.20 -0.11 0.14
H -1.3514 4.0025 -0.5053 0.01 0.02 0.27 0.10
H -3.0011 3.2550 -0.1886 0.05 1.06 0.26 0.10
H -2.5335 3.7531 -1.7968 0.16 -0.13 -0.31 0.10
C 7.7162 -3.1203 3.9905 -0.61 0.11 -0.24 -0.09
O 8.6839 -2.6864 4.9574 0.87 -0.66 0.02 -0.21
C 9.7031 -3.6800 5.3194 -1.36 1.00 -0.55 -0.16
C 10.8964 -3.0425 6.0303 -1.42 -0.40 -0.16 -0.08
N 11.5014 -1.9572 5.1569 -0.95 -0.21 2.03 0.10
H 12.4633 -1.8808 5.4555 0.51 0.28 -0.36 0.18
H 11.4532 -2.2762 4.1998 0.18 0.14 -0.55 0.17
C 10.7951 -0.6109 5.3100 0.77 1.18 -0.47 -0.08
C 10.8711 0.0983 3.9285 -3.26 -0.95 1.41 -0.27
O 12.0495 0.2095 3.3213 2.21 -0.15 -0.69 -0.15
C 12.9298 1.1027 3.9511 1.74 0.08 -0.07 -0.08
H 6.9589 -2.3603 3.7978 0.31 0.59 0.66 0.09
H 7.1072 -3.9699 4.2995 0.50 -0.37 0.21 0.10
H 8.1056 -3.2660 2.9829 0.64 -0.46 0.13 0.09
H 10.0567 -4.1801 4.4178 0.09 -0.03 -0.28 0.13
H 9.2638 -4.4597 5.9416 0.02 0.04 0.22 0.14
H 11.5363 -3.9054 6.2154 0.70 0.47 -0.17 0.14
H 10.6449 -2.5956 6.9921 -0.04 0.07 -0.15 0.14
H 11.2422 0.0395 6.0618 0.84 -0.64 0.18 0.13
H 9.7733 -0.6786 5.6834 -0.01 -0.74 -0.66 0.13
H 10.3784 1.0607 4.0672 -0.31 0.16 -0.13 0.14
H 10.2658 -0.5698 3.3158 -0.38 0.37 -0.47 0.13
H 13.1387 0.8223 4.9835 -0.37 0.18 0.31 0.09
H 12.6808 2.1598 3.8588 -0.55 -0.07 0.11 0.11
H 13.9032 0.9889 3.4740 -0.11 -0.02 -0.25 0.10
C 4.3444 4.7258 -7.0141 1.31 -0.24 -0.97 -0.04
O 5.1304 5.7920 -7.6403 -0.14 0.47 1.13 -0.21
C 6.5185 5.6538 -7.3223 -1.15 -1.11 -0.18 -0.22
C 7.3655 6.8377 -7.6498 0.59 0.96 -2.03 -0.07
N 7.2085 7.3734 -9.1000 -1.54 0.76 1.40 0.09
H 7.8149 8.1793 -9.1546 0.35 0.30 -0.27 0.16
H 7.6296 6.6408 -9.6532 -0.45 0.05 -1.00 0.17
C 5.7506 7.8370 -9.5036 1.35 -1.27 0.22 -0.06
C 5.7419 8.8998 -10.5547 0.39 -0.61 -2.44 -0.19
O 6.6048 8.5088 -11.6756 0.49 1.48 0.70 -0.20
C 6.6334 9.5455 -12.7060 -0.46 0.13 -0.01 -0.08
H 3.2656 4.8682 -7.0780 0.32 0.72 0.23 0.10
H 4.7507 4.5545 -6.0172 -0.55 0.09 0.20 0.09
H 4.5366 3.8353 -7.6125 0.05 -0.33 0.09 0.09
H 6.8097 4.7273 -7.8171 0.72 0.04 -0.40 0.13
H 6.7259 5.4454 -6.2727 -0.37 0.14 0.40 0.13
H 8.4077 6.5536 -7.7954 0.14 -0.35 1.24 0.14
H 7.3005 7.7084 -6.9973 -0.29 -0.27 0.11 0.15
H 5.2847 8.2101 -8.5916 0.04 -0.27 -0.02 0.14
H 5.3405 6.8690 -9.7916 -0.53 0.51 -0.13 0.13
H 5.9392 9.9040 -10.1795 0.35 0.00 0.04 0.14
H 4.7626 8.8942 -11.0332 -0.53 0.27 0.62 0.14
H 7.3596 9.3609 -13.4977 -0.24 -0.95 0.17 0.09
H 6.9132 10.5625 -12.4312 0.14 -0.07 1.18 0.09
H 5.6293 9.6762 -13.1094 -0.05 -0.37 -0.29 0.09
C -9.8481 1.8057 0.6251 0.91 -0.10 -0.15 -0.06
O -9.9421 1.0549 1.8426 -0.68 -0.61 0.84 -0.20
C -10.2345 1.8138 3.0096 -1.52 -0.06 -1.25 -0.21
C -10.4485 0.9281 4.2222 -0.06 -0.50 -0.16 -0.06
N -11.5967 -0.1366 4.0353 2.32 1.30 1.07 0.09
H -12.3705 0.3589 3.6160 -0.60 -0.10 -0.17 0.17
H -11.2418 -0.8088 3.3703 -0.34 -0.47 -0.31 0.17
C -11.9637 -0.7541 5.3827 -1.66 0.37 -0.90 -0.07
C -13.4410 -1.2429 5.3084 0.00 -0.82 0.00 -0.18
O -13.6946 -1.9498 4.0966 1.85 0.42 0.87 -0.19
C -14.8662 -2.6967 3.9735 -1.64 -0.41 -0.86 -0.10
H -10.4079 2.7408 0.6386 0.13 0.01 0.16 0.10
H -10.1537 1.2324 -0.2502 -0.49 -0.34 0.44 0.09
H -8.7773 1.9354 0.4684 -0.01 0.75 -0.07 0.09
H -11.2181 2.2736 2.9135 -0.34 0.44 -0.55 0.13
H -9.5667 2.6708 3.0963 0.44 -0.29 0.73 0.15
H -10.8592 1.5139 5.0446 0.67 0.17 0.04 0.13
H -9.5313 0.3881 4.4570 -0.27 -0.16 0.41 0.14
H -11.9221 0.0085 6.1604 0.02 0.27 -0.27 0.13
H -11.2286 -1.4988 5.6878 -0.19 -0.24 -0.60 0.14
H -14.2218 -0.4886 5.4061 0.43 0.74 0.02 0.14
H -13.5381 -1.8316 6.2205 -0.26 -0.59 -0.05 0.13
H -15.1885 -3.3402 4.7922 0.78 -0.06 0.38 0.10
H -14.7671 -3.2896 3.0642 0.28 -0.20 0.22 0.10
H -15.7531 -2.0994 3.7623 0.05 0.65 0.14 0.09
C 12.6733 -2.5848 -5.9589 -2.54 -0.50 -0.46 -0.07
C 11.6850 -1.7739 -5.0652 0.89 1.21 1.07 -0.23
C 10.5476 -2.6260 -4.4233 0.76 -0.30 -0.05 -0.10
N 9.4338 -1.9197 -3.5996 1.08 -0.30 -0.02 -0.23
C 8.5865 -2.9715 -2.7920 -0.22 0.24 -0.53 -0.08
C 7.7967 -3.9603 -3.6701 0.92 0.56 -0.81 -0.15
C 6.9494 -3.1601 -4.6955 0.18 -0.47 0.57 -0.15
C 7.7712 -2.1141 -5.4754 -0.80 0.34 -0.70 -0.16
C 8.5465 -1.1801 -4.5955 0.45 0.63 1.99 -0.13
C 10.0535 -0.8947 -2.6244 -1.06 0.03 -0.40 0.02
H 12.0665 -2.6399 -6.8627 0.25 -0.80 -0.42 0.07
H 12.7308 -3.5808 -5.5198 0.53 -0.06 -0.29 0.08
H 13.6249 -2.2117 -6.3375 -0.04 0.47 0.99 0.09
H 11.2637 -0.9426 -5.6305 -0.16 -0.10 -0.22 0.10
H 12.2929 -1.2751 -4.3103 -0.20 -0.05 0.47 0.10
H 10.9579 -3.3719 -3.7425 0.16 0.06 0.02 0.13
H 10.1121 -3.1788 -5.2557 -0.51 0.05 0.33 0.12
H 9.2392 -3.4804 -2.0827 0.20 0.20 -0.16 0.13
H 7.8524 -2.3786 -2.2464 0.20 0.24 0.12 0.13
H 8.4841 -4.6499 -4.1602 0.23 0.17 -0.34 0.11
H 7.2348 -4.6624 -3.0541 -0.37 0.51 0.25 0.13
H 6.4505 -3.8426 -5.3835 0.16 0.05 -0.08 0.12
H 6.1413 -2.6898 -4.1352 -0.01 0.31 -0.03 0.12
H 8.2967 -2.5668 -6.3163 0.53 -0.10 0.34 0.12
H 7.0981 -1.4345 -5.9982 -0.40 -0.10 -0.03 0.13
H 9.1500 -0.3356 -4.9282 0.41 -0.66 -1.28 0.13
H 7.9002 -0.5520 -3.9825 -0.77 -0.61 0.37 0.14
H 10.6964 -1.2911 -1.8385 0.10 -0.57 -0.56 0.11
H 9.2333 -0.4037 -2.1007 -0.23 -0.16 -0.11 0.10
H 10.5522 -0.1075 -3.1900 0.16 -0.36 -0.09 0.10
C 5.5682 3.3513 0.8658 0.84 0.15 -0.30 -0.06
C 4.5732 2.2085 0.6659 -0.78 -0.12 1.47 -0.82
O 3.7237 2.0886 1.6035 -0.28 -0.02 -0.16 -0.17
O 4.6710 1.4634 -0.3215 0.23 0.00 -0.65 -0.11
H 5.6385 3.7570 1.8750 -0.45 -0.21 0.05 0.06
H 5.3806 4.1903 0.1958 -0.17 -0.05 -0.13 0.06
H 6.5659 2.9871 0.6208 0.12 -0.03 -0.19 0.05
C -7.1132 8.9832 -2.0379 0.83 1.28 0.58 -0.07
C -8.1908 8.8062 -3.0603 -1.82 0.86 -1.26 -0.87
O -8.6770 9.7291 -3.7599 1.17 0.88 0.82 -0.10
O -8.5592 7.6433 -3.2160 -0.25 -3.41 -0.02 -0.14
H -7.0782 8.2944 -1.1939 -0.37 -0.43 -0.36 0.05
H -7.1345 9.9764 -1.5893 0.21 0.22 -0.27 0.06
H -6.2017 8.8618 -2.6231 0.39 0.17 0.26 0.06
C 5.5779 -9.6963 0.0036 -2.41 1.46 -1.29 -0.67
F 5.9802 -10.7332 0.6806 0.47 -0.51 0.40 0.16
F 6.2735 -8.6004 0.3157 0.58 0.25 0.87 0.09
F 5.8256 -9.8619 -1.3147 -0.09 -0.66 0.24 0.09
S 3.6769 -9.2906 0.2265 -2.34 -0.10 0.33 0.50
O 2.9289 -10.4795 -0.2028 1.37 0.32 0.62 -0.38
O 3.4588 -8.9604 1.6726 1.20 -0.23 -2.50 -0.40
O 3.4346 -8.2055 -0.7480 1.12 -0.24 1.32 -0.40
C -0.4762 -2.2699 -9.6373 -0.20 3.89 3.25 -0.69
F -1.8141 -2.2975 -9.7588 0.43 -0.30 -1.02 0.11
F 0.0770 -3.3993 -9.7880 0.55 -2.42 -1.10 0.20
F 0.0869 -1.3425 -10.4580 -0.78 -0.90 -0.16 0.10
S -0.1449 -1.6593 -7.8417 0.59 1.15 2.36 0.43
O -1.0726 -2.3196 -6.9282 -0.53 -0.63 -0.92 -0.39
O 1.2314 -1.9985 -7.5306 0.39 -0.65 -0.93 -0.37
O -0.3309 -0.2129 -7.8083 -0.50 0.01 -1.11 -0.39
C 1.0350 11.0150 -1.0812 0.69 2.11 -0.90 -0.70
F 2.0053 10.1286 -1.0984 1.26 -1.13 0.94 0.11
F 0.6720 11.0354 -2.3888 -1.05 0.32 0.21 0.08
F 0.0573 10.5946 -0.3105 -0.85 -0.77 0.13 0.13
S 1.5645 12.7401 -0.4992 0.72 1.64 1.27 0.47
O 2.3973 13.2468 -1.5814 -0.43 -0.72 0.10 -0.36
O 0.3007 13.4550 -0.3116 0.70 -1.09 -0.38 -0.35
O 2.3145 12.5268 0.7580 -0.99 -0.58 -1.40 -0.38
C -1.2140 -7.9435 10.4830 1.05 1.53 -2.79 -0.66
F -1.7937 -8.5430 9.3929 0.27 -0.48 0.67 0.06
F -2.1635 -7.7105 11.3386 -0.88 -0.16 1.36 0.14
F -0.2692 -8.7348 10.9914 -0.64 0.27 -0.15 0.14
S -0.5432 -6.2778 9.7742 0.79 1.69 0.45 0.43
O 0.0440 -5.5837 10.9005 -0.83 -0.23 0.86 -0.36
O 0.4863 -6.6243 8.8396 -0.03 -1.17 -1.12 -0.34
O -1.6823 -5.5537 9.1736 -0.12 -1.20 0.51 -0.41
```
Positions in Å, forces in eV/Å.